# 1
{"formula": "C4H16O3", "method": "the ωB97M-V functional and the def2-TZVPD basis", "species": ["C", "C", "C", "C", "H", "H", "H", "H", "H", "H", "H", "H", "H", "H", "O", "H", "H", "O", "H", "H", "O", "H", "H"], "positions_angstrom": [[2.718720, -0.242179, -2.104703], [1.218149, -0.250468, -2.197337], [0.586736, -1.169851, -1.103206], [-0.944114, -1.048015, -1.046737], [3.116314, 0.018860, -3.054314], [2.977263, -1.309057, -1.743061], [3.025747, 0.459109, -1.228492], [1.047455, -0.718962, -3.184486], [0.736932, 0.707093, -2.113311], [0.823573, -2.230285, -1.315014], [0.951854, -1.002994, -0.166758], [-1.491670, -1.944469, -1.414821], [-1.258304, -0.207908, -1.603712], [-1.239800, -0.927723, 0.050761], [-4.371515, -2.667107, 1.213221], [-4.866261, -2.447074, 2.057189], [-3.506787, -2.486130, 1.436024], [3.185734, 0.806114, 4.470570], [3.618795, 1.514959, 3.862355], [3.049019, -0.039367, 3.965986], [-1.850840, 4.256729, -0.308637], [-1.532186, 3.971937, 0.634903], [-2.635929, 3.739203, -0.472586]], "forces_ev_per_a": [[0.077, -0.482, 3.538], [-0.479, -1.969, 0.299], [-1.271, -1.029, -3.312], [-0.190, -1.352, 1.989], [0.962, 0.228, -0.462], [0.224, 1.645, -0.962], [-0.056, -1.031, -1.710], [-0.731, 0.428, 0.343], [-0.004, 0.607, -0.316], [0.186, 0.458, -0.073], [1.376, 0.884, 2.520], [0.460, 0.603, 0.121], [-0.617, 0.999, -0.472], [0.053, 0.016, -1.487], [-3.862, -0.126, 1.021], [0.740, -0.455, -1.620], [3.129, 0.585, 0.589], [0.793, 0.769, -1.783], [-1.225, -2.341, 1.372], [0.432, 1.571, 0.405], [1.366, -0.502, 2.733], [-1.027, 0.771, -2.767], [-0.336, -0.279, 0.033]], "molar_mass_g_mol": 112.17, "smiles": "CCCC.O.O.O", "relative_energy_ev": 1.718, "orbital_gap_ev": 11.661, "energy_ev": -10548.7564, "lumo_energy_ev": 0.392}

---

# 2
{"formula": "C12H17NOS2", "method": "the ωB97M-V functional and the def2-TZVPD basis", "species": ["C", "C", "N", "C", "S", "S", "C", "C", "O", "C", "C", "C", "C", "C", "C", "C", "H", "H", "H", "H", "H", "H", "H", "H", "H", "H", "H", "H", "H", "H", "H", "H", "H"], "positions_angstrom": [[-0.324901, 3.853907, -2.442999], [-0.308242, 3.250467, -1.200300], [-0.376198, 1.887599, -1.204247], [0.605256, 1.005050, -1.288560], [2.083751, 1.024950, -1.539875], [-0.255467, -0.794885, -1.628249], [1.149702, -1.892782, -1.203852], [1.468560, -1.814940, 0.231899], [0.702440, -2.251474, 1.112747], [-0.289508, -1.190519, 1.470858], [0.318639, 0.236401, 1.821380], [-0.743502, 1.176909, 2.368051], [-1.942651, 0.809812, 2.558922], [-2.402406, -0.744100, 2.295419], [-1.389625, -1.523380, 1.871398], [-1.998019, -2.946747, 1.517554], [0.185132, 3.324867, -3.209804], [-1.432742, 3.574152, -2.749944], [-0.196801, 4.902174, -2.430741], [0.878838, 3.298882, -1.032028], [-0.654870, 3.595755, -0.383806], [-1.323593, 1.410594, -1.323170], [2.157970, -1.664493, -2.010863], [0.851056, -2.900314, -1.705056], [2.490310, -2.583191, 0.367720], [2.172943, -0.917961, 0.520964], [1.307889, 0.289751, 1.523124], [-0.450258, 2.207804, 2.487919], [-2.700296, 1.387929, 2.913117], [-3.480938, -1.042768, 2.299218], [-1.576215, -3.168794, 0.541721], [-1.234925, -3.694364, 2.194799], [-2.817805, -3.032052, 1.896494]], "forces_ev_per_a": [[-5.724, 0.338, -4.279], [9.712, -2.221, -0.505], [-3.814, -4.785, -0.176], [-5.997, -2.888, -0.947], [6.425, 1.251, -0.389], [0.722, 1.114, 0.383], [1.080, -0.104, -4.968], [11.676, -0.403, -3.070], [-7.465, 0.483, 4.819], [14.379, 6.735, -0.463], [-6.991, -3.845, 0.045], [8.697, -0.288, -2.702], [-5.996, -8.368, -0.491], [0.720, 6.998, 1.236], [-12.592, -6.546, 1.484], [14.883, -0.004, -0.873], [1.179, -0.172, -0.345], [1.372, 1.402, -0.402], [0.198, 1.042, -0.234], [-1.810, 0.401, 0.790], [-3.280, 3.187, 5.274], [1.557, 1.099, 0.467], [-2.844, -0.158, 2.841], [0.203, 1.405, 1.611], [-2.253, 1.402, -0.817], [-1.923, -0.868, -0.847], [1.611, 1.271, -0.043], [0.163, 0.190, 0.294], [-1.839, 1.899, 0.866], [1.319, 0.394, 0.363], [-1.386, -0.344, -0.420], [-2.191, 1.620, -1.628], [-9.790, -1.235, 3.125]], "molar_mass_g_mol": 255.41, "smiles": "CCNC(=S)SCCOc1ccccc1C", "relative_energy_ev": 10.870, "orbital_gap_ev": 8.164, "energy_ev": -37917.1082, "lumo_energy_ev": 0.161}

---

Copy entry 1 word for word.
{"formula": "C4H16O3", "method": "the ωB97M-V functional and the def2-TZVPD basis", "species": ["C", "C", "C", "C", "H", "H", "H", "H", "H", "H", "H", "H", "H", "H", "O", "H", "H", "O", "H", "H", "O", "H", "H"], "positions_angstrom": [[2.718720, -0.242179, -2.104703], [1.218149, -0.250468, -2.197337], [0.586736, -1.169851, -1.103206], [-0.944114, -1.048015, -1.046737], [3.116314, 0.018860, -3.054314], [2.977263, -1.309057, -1.743061], [3.025747, 0.459109, -1.228492], [1.047455, -0.718962, -3.184486], [0.736932, 0.707093, -2.113311], [0.823573, -2.230285, -1.315014], [0.951854, -1.002994, -0.166758], [-1.491670, -1.944469, -1.414821], [-1.258304, -0.207908, -1.603712], [-1.239800, -0.927723, 0.050761], [-4.371515, -2.667107, 1.213221], [-4.866261, -2.447074, 2.057189], [-3.506787, -2.486130, 1.436024], [3.185734, 0.806114, 4.470570], [3.618795, 1.514959, 3.862355], [3.049019, -0.039367, 3.965986], [-1.850840, 4.256729, -0.308637], [-1.532186, 3.971937, 0.634903], [-2.635929, 3.739203, -0.472586]], "forces_ev_per_a": [[0.077, -0.482, 3.538], [-0.479, -1.969, 0.299], [-1.271, -1.029, -3.312], [-0.190, -1.352, 1.989], [0.962, 0.228, -0.462], [0.224, 1.645, -0.962], [-0.056, -1.031, -1.710], [-0.731, 0.428, 0.343], [-0.004, 0.607, -0.316], [0.186, 0.458, -0.073], [1.376, 0.884, 2.520], [0.460, 0.603, 0.121], [-0.617, 0.999, -0.472], [0.053, 0.016, -1.487], [-3.862, -0.126, 1.021], [0.740, -0.455, -1.620], [3.129, 0.585, 0.589], [0.793, 0.769, -1.783], [-1.225, -2.341, 1.372], [0.432, 1.571, 0.405], [1.366, -0.502, 2.733], [-1.027, 0.771, -2.767], [-0.336, -0.279, 0.033]], "molar_mass_g_mol": 112.17, "smiles": "CCCC.O.O.O", "relative_energy_ev": 1.718, "orbital_gap_ev": 11.661, "energy_ev": -10548.7564, "lumo_energy_ev": 0.392}